Record 1
C4H5NO2 | ωB97M-V/def2-TZVPD

## Properties
- Largest force on an atom: 5.24 eV Å⁻¹
- Relative energy (zero: lowest compared OMol25 entry of this formula, charge and spin): 442.5 kJ/mol
- Charge: 0
- Gap between HOMO and LUMO: 9.0 eV
- HOMO: -8.6 eV

Atoms and positions in Å:
1 C -0.455 -0.629 0.571
2 C 0.542 0.541 -1.132
3 C -0.364 1.442 -0.438
4 C -1.108 0.719 0.482
5 H 1.137 -2.341 0.657
6 H 0.197 0.403 -2.106
7 H 1.649 0.759 -1.277
8 H -0.133 2.777 -0.521
9 H -1.910 0.972 1.221
10 N -0.459 -1.511 1.533
11 O 0.459 -2.542 1.393
12 O 0.447 -0.590 -0.385



Record 2
C40H46BN8P2RhS | ωB97M-V/def2-TZVPD

## Properties
- Largest force on an atom: 2.27 eV Å⁻¹
- Charge: +2
- Gap between HOMO and LUMO: 7.8 eV
- HOMO: -13.6 eV

Atoms and positions in Å:
1 Rh 0.744 -0.105 -0.149
2 C 4.621 -1.665 1.180
3 C 3.388 -1.076 1.461
4 N 2.641 -1.034 0.360
5 N 3.361 -1.593 -0.638
6 C 4.558 -1.975 -0.164
7 B 2.742 -1.788 -2.047
8 N 2.447 -0.387 -2.571
9 C 2.920 0.219 -3.667
10 C 2.618 1.562 -3.596
11 C 1.950 1.704 -2.385
12 N 1.855 0.525 -1.772
13 N 1.445 -2.565 -1.829
14 C 1.217 -3.854 -2.117
15 C 0.099 -4.260 -1.414
16 C -0.290 -3.126 -0.699
17 N 0.527 -2.108 -0.967
18 H 5.436 -1.845 1.859
19 H 3.004 -0.709 2.401
20 H 5.279 -2.450 -0.809
21 H 3.466 -2.400 -2.774
22 H 3.441 -0.343 -4.425
23 H 2.862 2.332 -4.308
24 H 1.592 2.598 -1.905
25 H 1.854 -4.396 -2.797
26 H -0.352 -5.238 -1.406
27 H -1.122 -3.003 -0.032
28 C -1.287 2.596 -0.739
29 C -1.174 2.583 0.765
30 P 0.402 1.797 1.225
31 C 1.699 2.935 0.600
32 C 3.005 2.455 0.510
33 C 4.029 3.276 0.062
34 C 3.757 4.587 -0.308
35 C 2.467 5.083 -0.195
36 C 1.442 4.262 0.258
37 C 0.561 1.990 3.014
38 C -0.560 1.777 3.820
39 C -0.475 1.943 5.191
40 C 0.731 2.317 5.770
41 C 1.854 2.504 4.978
42 C 1.778 2.328 3.602
43 P -1.064 0.926 -1.453
44 C -2.648 0.080 -1.192
45 C -2.712 -1.286 -1.456
46 C -3.925 -1.959 -1.400
47 C -5.084 -1.269 -1.069
48 C -5.027 0.091 -0.798
49 C -3.816 0.765 -0.860
50 C -1.134 1.287 -3.238
51 C -0.578 2.456 -3.767
52 C -0.685 2.734 -5.119
53 C -1.325 1.842 -5.967
54 C -1.876 0.678 -5.454
55 C -1.774 0.395 -4.100
56 H -0.496 3.225 -1.146
57 H -2.230 3.002 -1.103
58 H -2.000 2.015 1.202
59 H -1.195 3.578 1.210
60 H 3.226 1.436 0.801
61 H 5.039 2.890 0.002
62 H 4.551 5.226 -0.673
63 H 2.259 6.115 -0.448
64 H 0.448 4.682 0.361
65 H -1.507 1.498 3.375
66 H -1.348 1.781 5.809
67 H 0.794 2.464 6.840
68 H 2.796 2.787 5.427
69 H 2.665 2.473 3.002
70 H -1.812 -1.815 -1.727
71 H -3.968 -3.017 -1.630
72 H -6.032 -1.791 -1.024
73 H -5.931 0.631 -0.549
74 H -3.802 1.829 -0.662
75 H -0.070 3.168 -3.138
76 H -0.273 3.655 -5.511
77 H -1.393 2.055 -7.026
78 H -2.401 -0.009 -6.105
79 H -2.218 -0.515 -3.724
80 C -1.648 -4.800 2.192
81 N -0.748 -3.658 2.387
82 C 0.677 -4.016 2.470
83 C -1.140 -2.389 2.272
84 S 0.104 -1.170 2.067
85 N -2.437 -2.083 2.386
86 C -3.319 -2.736 3.364
87 C -2.973 -0.835 1.874
88 H -1.152 -5.499 1.519
89 H -2.577 -4.478 1.733
90 H -1.857 -5.316 3.127
91 H 0.744 -5.049 2.805
92 H 1.195 -3.379 3.179
93 H 1.153 -3.923 1.494
94 H -2.772 -3.450 3.967
95 H -4.162 -3.230 2.880
96 H -3.714 -1.963 4.024
97 H -2.293 -0.411 1.148
98 H -3.140 -0.123 2.688
99 H -3.927 -1.039 1.390



Record 3
C12H13ClO2Zr | ωB97M-V/def2-TZVPD

## Properties
- Largest force on an atom: 3.77 eV Å⁻¹
- Relative energy (zero: lowest compared OMol25 entry of this formula, charge and spin): 0.0 kJ/mol
- Charge: 0
- Gap between HOMO and LUMO: 8.3 eV
- HOMO: -8.4 eV

Atoms and positions in Å:
1 C -2.168 -1.277 -0.420
2 C -1.558 -1.464 -1.699
3 C -1.232 -0.166 -2.231
4 H -1.458 -2.407 -2.229
5 C -1.604 0.828 -1.252
6 C -2.143 0.131 -0.109
7 H -2.610 0.597 0.750
8 H -2.655 -2.044 0.178
9 H -0.876 0.035 -3.230
10 H -1.598 1.901 -1.393
11 Zr 0.094 -0.512 -0.207
12 Cl 0.344 -2.509 0.999
13 C 2.582 -0.213 -0.081
14 C 2.063 1.017 -0.626
15 C 1.613 0.747 -1.970
16 H 2.122 1.992 -0.154
17 C 1.787 -0.658 -2.223
18 C 2.400 -1.247 -1.069
19 H 2.744 -2.276 -0.979
20 H 3.110 -0.310 0.863
21 H 1.274 1.496 -2.675
22 H 1.569 -1.174 -3.152
23 C -0.974 1.023 3.879
24 O -0.992 0.669 2.479
25 C 0.125 0.917 1.766
26 O 1.030 1.612 2.169
27 H -0.107 0.588 4.380
28 H -1.899 0.595 4.260
29 H -0.984 2.110 3.977



Record 4
C4H5N2O4P | ωB97M-V/def2-TZVPD

## Properties
- Largest force on an atom: 1.23 eV Å⁻¹
- Relative energy (zero: lowest compared OMol25 entry of this formula, charge and spin): 412.7 kJ/mol
- Charge: -2
- Gap between HOMO and LUMO: 5.7 eV
- HOMO: 0.7 eV

Atoms and positions in Å:
1 C -1.611 2.771 -0.729
2 C 0.939 -1.098 1.547
3 C -0.320 2.471 0.011
4 C 0.186 -1.123 0.262
5 N 0.279 1.339 0.212
6 N -0.132 0.177 -0.323
7 O -1.877 3.988 -0.849
8 O 0.799 -1.916 2.437
9 O -2.293 1.801 -1.131
10 O 1.821 -0.093 1.694
11 P 1.259 -2.433 -0.746
12 H 0.200 3.321 0.444
13 H -0.748 -1.670 0.413
14 H 1.534 0.629 1.059
15 H -1.009 0.231 -0.842
16 H 0.137 -3.033 -1.270



Record 5
C3H3N2O4S | ωB97M-V/def2-TZVPD

## Properties
- Largest force on an atom: 2.36 eV Å⁻¹
- Relative energy (zero: lowest compared OMol25 entry of this formula, charge and spin): 186.6 kJ/mol
- SMILES: O=C=NN/C=C/S(=O)(=O)[O-]
- Charge: -1
- Gap between HOMO and LUMO: 7.9 eV
- HOMO: -5.0 eV

Atoms and positions in Å:
1 C -0.042 -0.652 0.264
2 C 0.664 0.382 -0.107
3 C -3.112 0.872 0.095
4 N -1.442 -0.909 0.194
5 N -2.261 0.126 -0.274
6 O 2.827 1.362 0.724
7 O -3.984 1.650 0.088
8 O 2.950 0.151 -1.434
9 O 2.759 -1.025 0.810
10 S 2.477 0.162 -0.013
11 H 0.365 -1.636 0.501
12 H -1.451 -1.766 -0.334
13 H 0.248 1.283 -0.513



Record 6
C4H8N3O | ωB97M-V/def2-TZVPD

## Properties
- Largest force on an atom: 3.07 eV Å⁻¹
- Relative energy (zero: lowest compared OMol25 entry of this formula, charge and spin): 438.1 kJ/mol
- Charge: +1
- Gap between HOMO and LUMO: 7.6 eV
- HOMO: -12.0 eV

Atoms and positions in Å:
1 C -0.599 -0.681 1.840
2 C -0.488 0.071 0.780
3 C -0.702 0.892 -0.273
4 C 1.351 -1.200 -0.834
5 N -0.183 2.131 -0.396
6 N 1.795 -1.617 0.284
7 N -1.417 0.449 -1.373
8 O 1.147 -0.850 -1.919
9 H 0.245 -1.375 2.110
10 H -1.454 -0.507 2.557
11 H 0.220 2.709 0.375
12 H -0.044 2.500 -1.399
13 H 1.569 -1.226 1.203
14 H 2.362 -2.479 0.338
15 H -2.276 -0.043 -1.191
16 H -1.524 1.224 -2.103



Record 7
C4H3LiMgO | ωB97M-V/def2-TZVPD

## Properties
- Largest force on an atom: 5.35 eV Å⁻¹
- Relative energy (zero: lowest compared OMol25 entry of this formula, charge and spin): 209.8 kJ/mol
- Charge: 0
- Gap between HOMO and LUMO (spin up / spin down): 5.8 / 5.0 eV
- HOMO (spin up / spin down): -6.6 / -5.7 eV

Atoms and positions in Å:
1 C 0.460 -1.186 -0.095
2 C 1.423 -0.119 -0.081
3 H 0.768 -2.176 -0.479
4 H 2.383 -0.235 0.434
5 Mg -2.349 1.190 0.232
6 C -1.036 -0.411 0.519
7 C 0.366 1.251 0.429
8 O -0.314 2.111 -0.268
9 H -1.326 -1.282 1.122
10 Li -0.375 0.857 -1.812



Record 8
C16H16FNO4S | ωB97M-V/def2-TZVPD

## Properties
- Largest force on an atom: 0.83 eV Å⁻¹
- Relative energy (zero: lowest compared OMol25 entry of this formula, charge and spin): 0.0 kJ/mol
- SMILES: Cc1ccc(S(=O)(=O)N[C@H](CC(=O)O)c2ccc(F)cc2)cc1
- Charge: 0
- Gap between HOMO and LUMO: 9.6 eV
- HOMO: -9.1 eV

Atoms and positions in Å:
1 C 4.442 0.818 1.443
2 C 3.408 0.497 0.410
3 C 2.954 1.471 -0.473
4 C 1.964 1.180 -1.395
5 C 1.427 -0.091 -1.431
6 C 1.877 -1.081 -0.582
7 C 2.868 -0.784 0.336
8 H 3.226 -1.551 1.007
9 H 1.446 -2.066 -0.658
10 S 0.079 -0.430 -2.556
11 O -0.180 -1.836 -2.583
12 O 0.302 0.277 -3.781
13 N -1.257 0.297 -1.860
14 H -1.181 1.302 -1.873
15 C -1.766 -0.274 -0.634
16 C -0.914 0.043 0.577
17 C -0.540 -0.970 1.451
18 C 0.267 -0.702 2.541
19 C 0.704 0.594 2.740
20 C 0.332 1.627 1.901
21 C -0.486 1.342 0.824
22 H -0.783 2.146 0.166
23 H 0.681 2.629 2.093
24 F 1.525 0.861 3.779
25 H 0.565 -1.480 3.225
26 H -0.894 -1.974 1.278
27 H -1.761 -1.355 -0.803
28 C -3.214 0.186 -0.418
29 C -3.905 -0.606 0.665
30 O -3.546 -1.661 1.108
31 O -5.012 0.015 1.087
32 H -5.464 -0.514 1.763
33 H -3.260 1.244 -0.158
34 H -3.774 0.043 -1.345
35 H 1.611 1.919 -2.097
36 H 3.378 2.464 -0.436
37 H 4.975 1.731 1.194
38 H 3.962 0.955 2.412
39 H 5.157 0.004 1.540



Record 9
C5H6N2O2 | ωB97M-V/def2-TZVPD

## Properties
- Largest force on an atom: 4.80 eV Å⁻¹
- Relative energy (zero: lowest compared OMol25 entry of this formula, charge and spin): 460.5 kJ/mol
- SMILES: CC(C)=C(C#N)[N+](=O)[O-]
- Charge: 0
- Gap between HOMO and LUMO: 9.7 eV
- HOMO: -10.6 eV

Atoms and positions in Å:
1 C -1.984 0.081 0.569
2 C -0.815 0.281 -0.277
3 C 0.388 -0.106 0.183
4 C 1.586 0.146 -0.614
5 C 0.332 -0.818 1.554
6 N -2.890 0.019 1.221
7 N -1.125 0.864 -1.542
8 O -2.172 1.478 -1.594
9 O -0.308 0.784 -2.467
10 H 1.791 1.095 -1.188
11 H 2.504 -0.162 -0.047
12 H 1.413 -0.644 -1.366
13 H -0.409 -0.540 2.350
14 H 1.386 -0.563 1.831
15 H 0.304 -1.914 1.386



Record 10
C8H15P | ωB97M-V/def2-TZVPD

## Properties
- Largest force on an atom: 4.25 eV Å⁻¹
- Relative energy (zero: lowest compared OMol25 entry of this formula, charge and spin): 759.9 kJ/mol
- Charge: 0
- Gap between HOMO and LUMO (spin up / spin down): 7.9 / 8.2 eV
- HOMO (spin up / spin down): -7.5 / -7.8 eV

Atoms and positions in Å:
1 C -0.419 0.832 -0.312
2 C 1.264 -1.010 0.136
3 C -0.084 1.704 -1.490
4 C -0.769 3.119 0.624
5 C 1.728 2.244 0.062
6 C 1.234 -3.727 1.212
7 C -1.441 -2.647 0.614
8 C 0.226 2.124 -0.047
9 P 0.367 -2.369 0.355
10 H 0.636 1.197 -2.128
11 H -0.781 2.286 -2.030
12 H -1.306 0.423 -0.043
13 H -0.348 3.436 1.576
14 H -1.791 2.550 0.680
15 H -0.802 3.939 -0.112
16 H 1.895 3.368 -0.135
17 H 1.967 1.978 1.123
18 H 2.006 1.410 -0.605
19 H 2.224 -3.801 0.709
20 H 0.685 -4.595 1.139
21 H 1.149 -3.564 2.252
22 H -2.166 -2.969 -0.278
23 H -2.015 -1.689 0.954
24 H -1.511 -3.481 1.354



Record 11
C4H7NO2 | ωB97M-V/def2-TZVPD

## Properties
- Largest force on an atom: 11.87 eV Å⁻¹
- Relative energy (zero: lowest compared OMol25 entry of this formula, charge and spin): 457.5 kJ/mol
- SMILES: N[C@@H]1C[C@H]1C(=O)O
- Charge: 0
- Gap between HOMO and LUMO: 10.1 eV
- HOMO: -9.3 eV

Atoms and positions in Å:
1 C 0.846 -0.288 -0.566
2 C 0.530 1.118 -0.221
3 C -0.237 -0.037 0.566
4 C -1.600 -0.367 0.015
5 H 2.225 -1.769 0.106
6 H 2.283 -0.227 0.930
7 H 0.306 -0.409 -1.293
8 H -0.005 1.712 -0.704
9 H 0.913 1.780 0.629
10 H 0.142 -0.243 1.511
11 H -3.103 0.252 -0.621
12 N 2.171 -0.703 -0.156
13 O -2.396 0.718 -0.086
14 O -2.077 -1.537 -0.110



Record 12
CH8NS2 | ωB97M-V/def2-TZVPD

## Properties
- Largest force on an atom: 3.64 eV Å⁻¹
- Relative energy (zero: lowest compared OMol25 entry of this formula, charge and spin): 264.8 kJ/mol
- Multiplicity: 2
- Charge: +2
- Gap between HOMO and LUMO (spin up / spin down): 8.4 / 6.6 eV
- HOMO (spin up / spin down): -20.4 / -20.2 eV

Atoms and positions in Å:
1 N -2.208 0.221 -0.732
2 H -2.282 1.227 -0.989
3 H -1.138 -0.199 -0.606
4 H -2.618 -0.452 -1.366
5 H -2.732 0.208 0.111
6 C 2.112 0.235 1.381
7 S 0.307 -0.226 1.092
8 S 0.671 -1.038 -0.915
9 H 2.616 -0.372 0.569
10 H 2.303 1.319 1.291
11 H 2.381 -0.128 2.396
12 H 0.589 -0.796 -2.232



Record 13
C22H17AuCl3FN6O3S2 | ωB97M-V/def2-TZVPD

## Properties
- Largest force on an atom: 3.16 eV Å⁻¹
- Relative energy (zero: lowest compared OMol25 entry of this formula, charge and spin): 94.8 kJ/mol
- Charge: +2
- Gap between HOMO and LUMO (spin up / spin down): 4.2 / 4.3 eV
- HOMO (spin up / spin down): -13.4 / -13.4 eV

Atoms and positions in Å:
1 Au -0.090 -0.261 -0.056
2 N 2.277 2.158 1.182
3 C 2.722 1.005 0.710
4 N 1.973 -0.040 0.458
5 C 2.708 -1.147 0.098
6 C 4.059 -0.914 0.020
7 S 4.433 0.701 0.425
8 C 2.015 -2.390 -0.064
9 C 2.557 -3.655 -0.209
10 S 1.346 -4.840 -0.274
11 C 0.095 -3.555 -0.086
12 N 0.656 -2.370 0.000
13 N -1.170 -3.872 -0.017
14 H 1.290 2.280 1.351
15 H 2.891 2.940 1.346
16 H 4.835 -1.598 -0.256
17 H 3.594 -3.922 -0.254
18 H -1.428 -4.847 -0.082
19 H -1.963 -3.193 0.118
20 C -7.534 1.372 1.446
21 C -6.990 1.469 0.020
22 C -7.499 2.692 -0.735
23 C -6.978 3.978 -0.106
24 C -5.497 3.922 0.077
25 C -4.761 5.087 0.185
26 C -3.382 5.036 0.360
27 F -2.687 6.165 0.475
28 C -2.713 3.832 0.402
29 C -3.429 2.640 0.291
30 C -2.686 1.390 0.307
31 O -1.440 1.427 0.496
32 C -3.489 0.224 0.131
33 C -4.860 0.328 0.061
34 N -5.523 1.486 0.056
35 C -4.836 2.668 0.141
36 C -2.832 -1.113 -0.076
37 O -3.288 -2.148 0.395
38 O -1.791 -1.103 -0.825
39 H -8.620 1.359 1.418
40 H -7.214 2.213 2.054
41 H -7.197 0.456 1.924
42 H -7.292 0.569 -0.524
43 H -8.588 2.688 -0.732
44 H -7.172 2.635 -1.775
45 H -7.443 4.148 0.870
46 H -7.242 4.835 -0.726
47 H -5.240 6.052 0.128
48 H -1.645 3.788 0.528
49 H -5.447 -0.578 -0.016
50 Cl -0.127 5.451 -2.029
51 C 0.903 4.465 -0.962
52 Cl 2.643 4.750 -1.302
53 Cl 0.587 4.875 0.758
54 C 0.652 3.065 -1.188
55 N 0.508 1.944 -1.365



Record 14
C31H58NO5 | ωB97M-V/def2-TZVPD

## Properties
- Largest force on an atom: 5.07 eV Å⁻¹
- Charge: -1
- Gap between HOMO and LUMO: 3.7 eV
- HOMO: -1.5 eV

Atoms and positions in Å:
1 C -2.015 -2.148 4.224
2 C -2.438 -1.498 2.842
3 C -3.030 -2.572 1.829
4 O -2.306 -3.793 1.910
5 C -2.452 -4.581 0.688
6 C -1.093 -4.727 -0.109
7 C -1.444 -5.662 -1.359
8 C -1.848 -4.766 -2.612
9 C -0.005 -5.408 0.813
10 C 1.454 -4.749 0.691
11 C 2.006 -4.329 2.111
12 C 1.671 -2.849 2.551
13 N 1.520 -1.881 1.459
14 C 0.495 -1.640 0.576
15 C 0.793 -0.518 -0.342
16 C 2.141 -0.092 0.159
17 C 2.574 -0.957 1.254
18 H -2.854 -2.764 4.667
19 H -1.130 -2.833 4.125
20 H -1.705 -1.344 4.956
21 H -3.195 -0.682 3.049
22 H -1.555 -0.977 2.366
23 H -4.132 -2.674 2.088
24 H -2.907 -2.182 0.777
25 H -3.285 -4.161 0.062
26 H -2.776 -5.636 1.008
27 H -0.482 -6.199 -1.614
28 H -2.271 -6.374 -1.055
29 H -1.278 -5.104 -3.530
30 H -1.514 -3.703 -2.428
31 H -2.964 -4.797 -2.775
32 H -0.363 -5.385 1.882
33 H 0.070 -6.502 0.501
34 H 2.122 -5.595 0.331
35 H 1.513 -3.958 -0.098
36 H 3.108 -4.552 2.153
37 H 1.497 -5.008 2.861
38 H 0.797 -2.856 3.261
39 H 2.545 -2.488 3.172
40 H -0.462 -2.210 0.523
41 H 0.166 -0.123 -1.167
42 H 2.702 0.791 -0.289
43 H 3.516 -0.908 1.851
44 C -7.684 1.086 2.714
45 C -7.725 -0.329 3.256
46 C -6.251 -0.691 3.300
47 O -5.534 0.529 3.535
48 C -6.426 1.635 3.364
49 H -8.574 1.673 2.946
50 H -7.563 1.064 1.626
51 H -8.140 -0.327 4.269
52 H -8.314 -1.017 2.649
53 H -5.913 -1.101 2.343
54 H -6.019 -1.411 4.088
55 H -6.641 2.050 4.355
56 H -5.943 2.406 2.761
57 C 1.547 4.158 -3.246
58 C 3.053 4.232 -3.389
59 C 3.519 3.919 -1.980
60 O 2.540 3.046 -1.400
61 C 1.382 3.025 -2.250
62 H 1.024 3.978 -4.186
63 H 1.168 5.092 -2.818
64 H 3.399 3.455 -4.077
65 H 3.414 5.194 -3.753
66 H 3.565 4.826 -1.366
67 H 4.498 3.436 -1.961
68 H 1.355 2.054 -2.754
69 H 0.480 3.128 -1.643
70 C 7.089 1.090 -5.112
71 C 7.587 1.946 -6.260
72 C 6.653 3.140 -6.190
73 O 6.288 3.301 -4.813
74 C 6.705 2.138 -4.084
75 H 7.827 0.380 -4.740
76 H 6.202 0.530 -5.424
77 H 8.616 2.264 -6.067
78 H 7.563 1.442 -7.227
79 H 5.736 2.962 -6.762
80 H 7.117 4.059 -6.555
81 H 7.564 2.420 -3.465
82 H 5.897 1.808 -3.428
83 C -0.930 3.406 1.804
84 C 0.117 4.494 1.666
85 C -0.628 5.552 0.876
86 O -2.012 5.437 1.232
87 C -2.203 4.217 1.964
88 H -0.750 2.725 2.636
89 H -0.975 2.816 0.884
90 H 0.381 4.883 2.655
91 H 1.033 4.162 1.175
92 H -0.543 5.376 -0.202
93 H -0.277 6.563 1.094
94 H -2.377 4.479 3.014
95 H -3.084 3.695 1.586